{
  "formula": "C70H111N2O30P2",
  "method": "ωB97M-V/def2-TZVPD",
  "species": ["C", "C", "N", "C", "C", "N", "C", "C", "H", "H", "H", "H", "H", "H", "H", "H", "H", "H", "H", "C", "C", "C", "C", "C", "C", "O", "O", "H", "H", "H", "H", "H", "H", "C", "C", "C", "C", "C", "C", "O", "O", "H", "H", "H", "H", "H", "H", "C", "C", "C", "C", "C", "C", "O", "O", "H", "H", "H", "H", "H", "H", "C", "C", "C", "C", "C", "C", "O", "O", "H", "H", "H", "H", "H", "H", "C", "C", "C", "C", "C", "C", "O", "O", "H", "H", "H", "H", "H", "H", "C", "C", "C", "C", "C", "C", "O", "O", "H", "H", "H", "H", "H", "H", "C", "C", "C", "C", "C", "C", "O", "O", "H", "H", "H", "H", "H", "H", "C", "O", "P", "O", "O", "C", "O", "C", "H", "H", "H", "H", "H", "H", "H", "H", "H", "C", "O", "P", "O", "O", "C", "O", "C", "H", "H", "H", "H", "H", "H", "H", "H", "H", "C", "O", "C", "C", "O", "C", "H", "H", "H", "H", "H", "H", "H", "H", "H", "H", "C", "O", "C", "C", "O", "C", "H", "H", "H", "H", "H", "H", "H", "H", "H", "H", "C", "O", "C", "C", "O", "C", "H", "H", "H", "H", "H", "H", "H", "H", "H", "H", "C", "O", "C", "C", "O", "C", "H", "H", "H", "H", "H", "H", "H", "H", "H", "H"],
  "xyz": [[2.532, -0.026, 1.844], [1.698, -1.148, 1.370], [0.775, -0.800, 0.297], [-0.136, 0.230, 0.346], [-0.928, 0.215, -0.754], [-0.514, -0.858, -1.544], [0.554, -1.467, -0.918], [-1.253, -1.413, -2.699], [3.093, 0.546, 1.104], [3.296, -0.463, 2.486], [1.943, 0.707, 2.395], [0.992, -1.570, 2.085], [2.289, -2.012, 1.065], [-0.149, 0.871, 1.215], [-1.816, 0.797, -0.949], [0.999, -2.420, -1.160], [-2.320, -1.190, -2.666], [-1.231, -2.503, -2.697], [-0.925, -0.915, -3.612], [4.688, 0.126, 6.767], [5.525, 1.079, 7.421], [5.426, 2.415, 6.978], [4.603, 2.760, 5.908], [3.735, 1.789, 5.279], [3.736, 0.516, 5.781], [2.905, -0.330, 5.146], [6.193, 3.401, 7.569], [4.791, -0.853, 7.211], [6.230, 0.713, 8.153], [4.804, 3.690, 5.398], [3.025, 1.995, 4.492], [3.210, -1.227, 5.298], [5.830, 4.276, 7.413], [8.605, 0.312, 2.797], [8.603, -0.826, 2.057], [7.457, -1.556, 1.874], [6.260, -1.156, 2.526], [6.288, 0.080, 3.191], [7.481, 0.772, 3.371], [7.532, 1.910, 4.130], [7.431, -2.742, 1.110], [9.522, 0.855, 2.974], [9.499, -1.222, 1.603], [5.342, -1.724, 2.516], [5.404, 0.285, 3.777], [8.372, 2.122, 4.543], [6.539, -3.079, 1.000], [3.500, 5.323, 1.633], [4.700, 6.036, 1.591], [5.964, 5.372, 1.860], [5.909, 4.054, 2.122], [4.669, 3.338, 2.207], [3.483, 4.011, 1.967], [2.349, 3.275, 1.746], [7.181, 5.963, 1.596], [2.562, 5.856, 1.586], [4.744, 7.111, 1.497], [6.785, 3.508, 2.441], [4.607, 2.266, 2.326], [1.794, 3.783, 1.149], [7.105, 6.902, 1.411], [-0.744, -6.685, 0.702], [-0.823, -8.021, 0.433], [-0.463, -8.492, -0.838], [0.218, -7.692, -1.749], [0.400, -6.349, -1.422], [-0.154, -5.836, -0.230], [-0.230, -4.476, -0.095], [-0.778, -9.763, -1.244], [-1.095, -6.275, 1.637], [-1.449, -8.645, 1.054], [0.425, -8.089, -2.731], [0.905, -5.737, -2.155], [-0.983, -4.371, 0.491], [0.030, -10.279, -1.287], [2.132, -1.059, -6.531], [2.257, -1.520, -5.223], [2.064, -2.851, -4.913], [1.958, -3.805, -5.913], [1.914, -3.388, -7.250], [1.973, -1.999, -7.555], [2.038, -1.497, -8.839], [2.213, -3.336, -3.664], [2.197, 0.002, -6.724], [2.284, -0.811, -4.410], [2.037, -4.867, -5.733], [2.006, -3.980, -8.148], [1.967, -2.200, -9.488], [2.782, -4.109, -3.691], [-1.595, 4.621, -0.197], [-2.702, 5.481, -0.144], [-2.427, 6.788, 0.270], [-1.138, 7.270, 0.471], [-0.058, 6.501, 0.260], [-0.305, 5.115, -0.012], [0.825, 4.348, -0.170], [-3.447, 7.679, 0.384], [-1.705, 3.574, -0.439], [-3.693, 5.203, -0.471], [-1.039, 8.319, 0.710], [0.977, 6.800, 0.332], [0.981, 3.829, -0.962], [-3.104, 8.469, 0.808], [-4.457, -4.750, -2.903], [-5.826, -4.749, -2.679], [-6.267, -4.949, -1.336], [-5.388, -5.105, -0.267], [-3.994, -5.132, -0.553], [-3.574, -4.936, -1.910], [-2.235, -4.993, -2.173], [-7.578, -5.154, -1.188], [-4.186, -4.706, -3.948], [-6.547, -4.575, -3.464], [-5.776, -5.269, 0.728], [-3.308, -5.417, 0.231], [-1.666, -5.230, -1.437], [-7.754, -5.511, -0.314], [-6.113, 3.889, -2.273], [-6.248, 3.643, -0.918], [-5.631, 2.337, -0.119], [-4.276, 1.859, -0.483], [-5.984, 2.725, 1.401], [-5.038, 3.273, 2.243], [-6.763, 1.233, -0.403], [-8.182, 1.625, -0.198], [-5.622, 3.117, -2.864], [-5.572, 4.816, -2.465], [-7.170, 3.971, -2.523], [-4.397, 2.515, 2.694], [-5.564, 3.897, 2.965], [-4.281, 3.852, 1.714], [-8.828, 0.815, 0.139], [-8.584, 1.813, -1.194], [-8.410, 2.447, 0.481], [-4.740, -3.321, 3.243], [-4.507, -2.768, 1.901], [-2.992, -2.458, 1.584], [-2.069, -3.611, 1.677], [-3.157, -1.779, 0.165], [-4.408, -1.303, -0.262], [-2.493, -1.310, 2.589], [-3.048, -0.017, 2.617], [-5.768, -3.584, 3.495], [-4.462, -2.642, 4.049], [-4.178, -4.253, 3.301], [-4.375, -0.705, -1.173], [-4.990, -0.701, 0.435], [-5.040, -2.152, -0.521], [-3.576, 0.436, 1.777], [-2.225, 0.674, 2.798], [-3.687, -0.067, 3.499], [-1.656, 1.238, 6.458], [-1.105, 0.860, 5.150], [-0.025, 1.585, 4.507], [-0.472, 3.071, 4.380], [-1.373, 3.368, 3.306], [-1.751, 4.774, 3.306], [-2.109, 0.373, 6.943], [-2.387, 2.031, 6.300], [-0.895, 1.720, 7.071], [0.104, 1.149, 3.516], [0.910, 1.487, 5.057], [0.479, 3.581, 4.227], [-0.776, 3.568, 5.301], [-1.938, 5.191, 4.295], [-2.562, 4.974, 2.605], [-0.967, 5.314, 2.776], [5.787, 1.038, -0.954], [5.168, -0.167, -0.519], [5.474, -1.145, -1.418], [4.660, -2.432, -1.172], [5.261, -3.237, -0.193], [4.419, -4.393, -0.018], [6.868, 0.904, -0.973], [5.497, 1.768, -0.198], [5.510, 1.420, -1.936], [6.533, -1.397, -1.454], [5.279, -0.814, -2.438], [4.542, -2.989, -2.102], [3.649, -2.105, -0.931], [3.381, -4.130, 0.183], [4.818, -5.047, 0.758], [4.538, -4.988, -0.924], [-2.386, -0.443, -6.209], [-3.236, -0.868, -5.167], [-4.452, -1.486, -5.481], [-5.250, -1.685, -4.171], [-6.161, -0.655, -3.827], [-6.995, -0.952, -2.702], [-3.005, -0.143, -7.055], [-1.622, -1.193, -6.414], [-1.794, 0.380, -5.809], [-4.280, -2.491, -5.868], [-5.076, -0.924, -6.176], [-4.618, -1.800, -3.291], [-5.695, -2.670, -4.317], [-6.450, -1.252, -1.807], [-7.652, -1.774, -2.986], [-7.700, -0.148, -2.489], [2.521, 2.046, -1.607], [1.336, 2.466, -2.159], [0.981, 1.700, -3.293], [-0.307, 2.409, -3.929], [-1.497, 2.276, -3.168], [-2.586, 3.126, -3.567], [2.659, 1.024, -1.256], [2.533, 2.773, -0.795], [3.381, 2.328, -2.214], [1.012, 0.610, -3.267], [1.831, 1.967, -3.921], [-0.618, 2.069, -4.917], [-0.067, 3.460, -4.091], [-3.227, 2.522, -4.208], [-2.215, 3.982, -4.130], [-3.231, 3.357, -2.719]],
  "lowdin_spin": [0.000, 0.000, 0.000, 0.000, 0.000, 0.000, 0.000, 0.000, 0.000, 0.000, 0.000, 0.000, 0.000, 0.000, 0.000, 0.000, 0.000, 0.000, 0.000, 0.000, 0.000, 0.000, 0.000, 0.000, 0.000, 0.000, 0.000, 0.000, 0.000, 0.000, 0.000, 0.000, 0.000, 0.000, 0.000, 0.000, 0.000, 0.000, 0.000, 0.000, 0.000, 0.000, 0.000, 0.000, 0.000, 0.000, 0.000, 0.000, 0.000, 0.000, 0.000, 0.000, 0.000, 0.000, 0.000, 0.000, 0.000, 0.000, 0.000, 0.000, 0.000, 0.000, 0.001, 0.001, 0.000, 0.002, 0.001, 0.002, 0.000, 0.000, 0.000, 0.000, 0.000, 0.000, 0.000, 0.000, 0.000, 0.000, 0.000, 0.000, 0.000, 0.000, 0.000, 0.000, 0.000, 0.000, 0.000, 0.000, 0.000, 0.000, 0.000, 0.000, 0.000, 0.000, 0.000, 0.000, 0.000, 0.000, 0.000, 0.000, 0.000, 0.000, 0.000, 0.043, 0.101, 0.185, 0.036, 0.107, 0.176, 0.181, 0.158, -0.001, 0.002, -0.001, 0.002, 0.001, 0.001, 0.000, 0.000, 0.000, 0.000, 0.000, 0.000, 0.000, 0.000, 0.000, 0.000, 0.000, 0.000, 0.000, 0.000, 0.000, 0.000, 0.000, 0.000, -0.001, 0.000, 0.001, 0.002, 0.000, 0.000, 0.000, 0.000, 0.000, 0.000, 0.000, 0.000, 0.001, 0.000, 0.000, 0.000, 0.000, 0.000, 0.000, 0.000, 0.000, 0.000, 0.000, 0.000, 0.000, 0.000, 0.000, 0.000, 0.000, 0.000, 0.000, 0.000, 0.000, 0.000, 0.000, 0.000, 0.000, 0.000, 0.000, 0.000, 0.000, 0.000, 0.000, 0.000, 0.000, 0.000, 0.000, 0.000, 0.000, 0.000, 0.000, 0.000, 0.000, 0.001, 0.000, 0.000, 0.000, 0.000, 0.000, 0.000, 0.000, 0.000, 0.000, 0.000, 0.000, 0.000, 0.000, 0.000, 0.000, 0.000, 0.000, 0.000, 0.000, 0.000, 0.000, 0.000, 0.000, 0.000, 0.000, 0.000],
  "energy_ha": -5782.6616,
  "lumo_ev": [-5.07, -8.45],
  "spin_multiplicity": 2,
  "charge": 2,
  "homo_energy_ev": [-10.38, -10.38]
}